Record 1
11
Properties=species:S:1:pos:R:3:nbo_charge:R:1 method="wB97M-V/def2-TZVPD" e_lumo_ha="0.28306 / 0.28103" charge=-2 homo_lumo_gap_ha="0.1140 / 0.2625" largest_force_ev_per_a=1.52 spin_multiplicity=2 homo_energy_ev="4.60 / 0.50" e_above_lowest_kj_mol=77.63
N 0.9481 -0.6971 2.0205 -1.70
H 1.0334 -1.6996 2.1224 0.21
H 0.9199 -0.5948 1.0052 0.32
H 1.7930 -0.1832 2.2642 0.20
N -0.6772 -0.5106 -1.1130 -0.93
C -0.7731 0.9949 -0.7696 0.12
O -0.4099 1.7679 -1.7863 -0.99
H -1.2024 -0.6152 -1.9848 0.31
H 0.2917 -0.5694 -1.4252 0.32
H -1.8242 1.1281 -0.4406 0.05
H -0.0993 0.9790 0.1072 0.09


Record 2
11
Properties=species:S:1:pos:R:3:nbo_charge:R:1 method="wB97M-V/def2-TZVPD" e_lumo_ha="0.02679 / 0.02605" charge=0 homo_lumo_gap_ha="0.1872 / 0.3438" largest_force_ev_per_a=0.69 spin_multiplicity=2 homo_energy_ev="-4.36 / -8.65" e_above_lowest_kj_mol=0.00
N 0.2192 -0.3333 0.2245 -0.87
C 0.4741 0.1275 -1.0586 0.03
N 1.3488 -0.6264 -1.8431 -0.86
H 0.7875 -1.1055 0.5355 0.36
H -0.4258 0.0574 0.8946 0.42
H 0.1950 1.0984 -1.4173 0.16
H 1.9719 -0.1961 -2.4987 0.38
H 1.6197 -1.5451 -1.5452 0.37
H -1.7959 0.6728 2.9678 0.48
H -2.5278 1.2434 1.7291 0.48
O -1.8668 0.6068 2.0115 -0.95


Record 3
11
Properties=species:S:1:pos:R:3:nbo_charge:R:1 method="wB97M-V/def2-TZVPD" e_lumo_ha=-0.13143 charge=+1 homo_lumo_gap_ha=0.4453 largest_force_ev_per_a=4.22 homo_energy_ev=-15.69 e_above_lowest_kj_mol=141.73
C -0.6155 0.5803 -1.4125 0.48
N -0.9136 0.5121 -0.2178 -0.78
N 0.9700 -0.5911 1.1126 -0.94
O -1.1705 1.2190 -2.3830 -0.60
H 0.1377 0.0385 -1.8838 0.17
H 0.1135 -0.0902 0.6648 0.44
H -1.8093 1.0166 0.0875 0.39
H 1.7323 -0.3256 0.5043 0.44
H 0.7522 -1.5219 1.5425 0.46
H 1.0417 0.0472 1.9430 0.43
H -1.8059 1.9174 -2.0158 0.50


Record 4
13
Properties=species:S:1:pos:R:3:nbo_charge:R:1 method="wB97M-V/def2-TZVPD" e_lumo_ha="0.00621 / 0.00621" charge=0 homo_lumo_gap_ha="0.2799 / 0.2799" largest_force_ev_per_a=4.80 homo_energy_ev="-7.45 / -7.45" e_above_lowest_kj_mol=423.12
C 0.2413 -1.5315 -1.5231 -0.86
N 0.1623 0.7810 2.6609 -0.54
N 0.2131 1.0727 1.4284 -0.68
O -1.4753 0.0383 -0.4316 -1.01
O 0.6036 1.2607 -1.0635 -1.02
P 0.1033 0.1247 -0.0572 1.77
H 0.4315 -0.9819 -2.3750 0.20
H 0.8731 -2.4542 -1.3634 0.21
H -0.8361 -1.7912 -1.3521 0.22
H 0.9777 0.5292 3.1087 0.34
H -0.7215 0.3674 2.9837 0.33
H -1.5339 0.5289 -1.3617 0.50
H 0.9610 2.0559 -0.6541 0.52


Record 5
13
Properties=species:S:1:pos:R:3:nbo_charge:R:1 method="wB97M-V/def2-TZVPD" e_lumo_ha=0.00309 charge=0 homo_lumo_gap_ha=0.3531 largest_force_ev_per_a=1.80 homo_energy_ev=-9.52 e_above_lowest_kj_mol=601.80
N -1.9321 0.0243 -0.4402 -0.83
C -0.7708 -0.7069 -1.0005 -0.56
P 0.7826 0.0569 -0.1954 0.93
O 2.2218 0.7459 0.6036 -0.67
N 2.1118 0.8589 1.9712 0.37
O 1.1830 1.4968 2.3165 -0.31
H -2.6805 -0.6219 -0.2677 0.36
H -1.6934 0.3808 0.4785 0.34
H -0.7624 -0.6299 -2.0864 0.19
H -0.8659 -1.7573 -0.7110 0.18
H 1.5961 -0.3049 -1.2868 0.01
H 0.6639 -0.8653 0.8711 -0.01
H 0.1457 1.3227 -0.2528 0.01


Record 6
13
Properties=species:S:1:pos:R:3:nbo_charge:R:1 method="wB97M-V/def2-TZVPD" e_lumo_ha=0.03050 charge=0 homo_lumo_gap_ha=0.3584 largest_force_ev_per_a=3.86 homo_energy_ev=-8.92 e_above_lowest_kj_mol=24.86
C -0.2961 -0.5405 -1.1442 0.72
N -0.8284 -1.8519 -1.0973 -0.84
N 0.6412 0.0086 -1.8191 -0.79
O -0.9249 0.1654 -0.2279 -0.86
Si -0.2484 1.3751 0.6329 1.16
P 0.4461 0.6288 2.6943 -0.21
H -0.7413 -2.3286 -1.9467 0.39
H -1.5831 -2.0068 -0.4553 0.40
H 1.1504 -0.4307 -2.4895 0.36
H 0.9345 1.5812 -0.1312 -0.16
H -1.2740 2.4230 0.8801 -0.17
H 1.2757 -0.4724 2.3134 0.02
H 1.4484 1.4488 2.7906 -0.01